DFT (wB97M-V/def2-TZVPD) results for one molecule with the formula C25H30N4O5S.

Calculated values
E_LUMO, Ha: 0.0166
2S+1: 1
Total charge: 0
SMILES: COc1ccc(NC(=O)CSc2nc3ccccc3c(=O)n2CCCN2CCOCC2)c(OC)c1
Energy relative to the best compared isomer or geometry (same formula, charge and spin), kcal/mol: 22.0
Gap between HOMO and LUMO, eV: 8.2
HOMO, eV: -7.79
Max |F|, hartree/bohr: 0.018

Each line ends with the Löwdin charge.
Cartesian coordinates (Å):
C  2.826  -2.232  -5.189  -0.091
O  2.294  -1.219  -4.370  -0.085
C  2.262  -1.429  -3.023  -0.279
C  2.732  -2.561  -2.378  -0.022
C  2.616  -2.664  -1.000  -0.007
C  2.036  -1.654  -0.258  -0.172
N  1.811  -1.769  1.127  0.124
C  1.281  -2.899  1.676  -0.566
O  1.424  -4.015  1.237  0.066
C  0.598  -2.699  3.029  -0.335
S  -0.472  -1.237  3.163  1.032
C  -1.202  -1.230  1.563  -0.554
N  -0.853  -2.175  0.772  0.117
C  -1.212  -2.101  -0.543  -0.195
C  -0.756  -3.077  -1.434  0.004
C  -1.034  -2.947  -2.774  -0.060
C  -1.773  -1.864  -3.251  -0.070
C  -2.248  -0.911  -2.379  -0.009
C  -1.975  -1.019  -1.013  -0.072
C  -2.465  -0.021  -0.073  -0.361
O  -3.188  0.914  -0.357  0.070
N  -2.033  -0.201  1.249  0.019
C  -2.479  0.735  2.266  -0.162
C  -1.504  1.901  2.468  -0.158
C  -1.856  3.097  1.578  -0.199
N  -0.696  3.928  1.297  -0.203
C  -0.986  4.911  0.263  -0.167
C  0.288  5.688  -0.066  -0.194
O  0.804  6.336  1.073  -0.129
C  1.066  5.401  2.092  -0.194
C  -0.190  4.618  2.474  -0.162
C  1.580  -0.491  -0.908  -0.208
O  1.025  0.469  -0.103  -0.089
C  0.654  1.693  -0.702  -0.060
C  1.698  -0.390  -2.279  0.063
H  2.735  -1.863  -6.210  0.092
H  2.263  -3.166  -5.089  0.092
H  3.881  -2.418  -4.965  0.096
H  3.182  -3.374  -2.923  0.103
H  2.956  -3.552  -0.496  0.115
H  1.554  -0.888  1.556  0.111
H  1.347  -2.573  3.813  0.088
H  0.002  -3.587  3.238  0.090
H  -0.173  -3.894  -1.043  0.118
H  -0.673  -3.691  -3.469  0.108
H  -1.974  -1.776  -4.308  0.103
H  -2.831  -0.069  -2.721  0.119
H  -2.600  0.176  3.198  0.095
H  -3.452  1.114  1.944  0.133
H  -0.493  1.567  2.232  0.099
H  -1.523  2.191  3.519  0.112
H  -2.226  2.728  0.619  0.102
H  -2.667  3.680  2.048  0.134
H  -1.339  4.392  -0.631  0.126
H  -1.766  5.619  0.592  0.132
H  0.083  6.471  -0.798  0.127
H  1.039  4.994  -0.473  0.120
H  1.438  5.972  2.944  0.126
H  1.841  4.693  1.758  0.127
H  0.065  3.885  3.240  0.119
H  -0.943  5.315  2.883  0.133
H  -0.183  1.555  -1.393  0.100
H  1.498  2.137  -1.238  0.101
H  0.350  2.354  0.111  0.067
H  1.340  0.469  -2.821  0.121